87
Properties=species:S:1:pos:R:3:lowdin_charge:R:1 method="wB97M-V/def2-TZVPD" e_homo_ha=-0.343 orbital_gap_ev=6.56 energy_ha=-1949.6811 charge=+1
Sr -0.06 -0.65 -0.04 1.4031
C -0.28 3.77 -2.62 -0.0021
C -0.21 2.65 -1.63 -0.2879
N -0.18 1.42 -1.94 0.0439
C -0.10 1.02 -3.34 -0.1895
C -0.39 -0.47 -3.50 -0.1933
N 0.32 -1.33 -2.55 -0.1525
C 1.72 -1.68 -2.84 -0.1839
C 2.76 -0.73 -2.22 -0.1864
N 2.47 -0.44 -0.81 -0.1364
C 3.50 -0.72 0.20 -0.1727
C 2.84 -0.89 1.59 -0.1756
N 1.82 0.13 1.64 -0.0223
C 1.75 1.15 2.38 -0.2627
C 2.55 1.45 3.61 0.0035
C 0.82 2.21 1.83 -0.2051
C 0.42 3.36 2.50 0.0055
C -0.29 4.32 1.79 -0.0249
C -0.53 4.15 0.44 0.0030
C -0.10 2.96 -0.15 -0.2094
N 0.51 2.03 0.55 0.1105
H -1.17 3.70 -3.24 0.0956
H 0.58 3.72 -3.29 0.0987
H -0.26 4.75 -2.15 0.0738
H 0.90 1.26 -3.70 0.1231
H -0.80 1.57 -3.97 0.1212
H -0.18 -0.75 -4.54 0.1240
H -1.45 -0.64 -3.34 0.1123
H -0.21 -2.18 -2.43 0.0984
H 1.90 -1.77 -3.92 0.1237
H 1.87 -2.68 -2.41 0.1024
H 2.80 0.20 -2.79 0.1095
H 3.74 -1.19 -2.33 0.1232
H 2.21 0.54 -0.73 0.0736
H 4.24 0.09 0.26 0.1239
H 4.03 -1.63 -0.07 0.1021
H 3.59 -0.85 2.38 0.1175
H 2.34 -1.86 1.62 0.0853
H 3.14 0.60 3.92 0.0773
H 1.88 1.73 4.42 0.0900
H 3.22 2.30 3.43 0.1017
H 0.66 3.51 3.55 0.1186
H -0.62 5.22 2.29 0.1199
H -1.04 4.92 -0.13 0.1163
C -3.34 1.87 -0.53 -0.0924
O -2.60 0.89 0.17 -0.2593
C -3.25 0.47 1.38 -0.1742
C -2.34 0.77 2.54 -0.1697
O -1.18 -0.05 2.48 -0.2650
C -1.37 -1.33 3.07 -0.0654
H -4.34 1.50 -0.79 0.0958
H -2.81 2.09 -1.45 0.0793
H -3.44 2.79 0.06 0.0989
H -3.45 -0.60 1.31 0.1166
H -4.21 0.98 1.50 0.1379
H -2.85 0.63 3.50 0.1378
H -1.99 1.80 2.48 0.1228
H -1.64 -1.23 4.13 0.1017
H -0.42 -1.87 2.99 0.0861
H -2.14 -1.91 2.56 0.0855
C -3.90 -1.48 -1.47 -0.0335
C -3.26 -2.47 -0.53 -0.3647
C -4.01 -3.51 0.00 -0.0567
C -3.34 -4.45 0.78 -0.0623
C -1.99 -4.36 0.98 -0.0566
C -1.25 -3.30 0.38 -0.5082
N -1.95 -2.33 -0.30 0.0000
N 0.09 -3.15 0.44 -0.1622
Si 1.09 -4.55 0.65 0.3574
C 2.86 -4.18 0.15 -0.1684
C 1.20 -5.16 2.43 -0.1738
C 0.53 -5.95 -0.46 -0.1660
H -4.08 -1.96 -2.44 0.0912
H -3.25 -0.62 -1.63 0.0453
H -4.87 -1.13 -1.10 0.0860
H -5.06 -3.59 -0.22 0.1085
H -3.89 -5.27 1.23 0.1120
H -1.47 -5.09 1.58 0.0825
H 3.43 -3.66 0.93 0.0213
H 2.93 -3.60 -0.77 0.0073
H 3.37 -5.13 -0.03 0.0410
H 1.41 -4.32 3.11 0.0233
H 2.02 -5.88 2.53 0.0336
H 0.30 -5.65 2.79 0.0199
H 0.50 -5.62 -1.50 0.0320
H -0.46 -6.34 -0.21 0.0233
H 1.24 -6.78 -0.40 0.0349


92
Properties=species:S:1:pos:R:3:lowdin_charge:R:1 method="wB97M-V/def2-TZVPD" e_homo_ha=-0.358 orbital_gap_ev=10.32 energy_ha=-2299.5656
C 2.80 -0.74 -2.85 -0.2397
C 1.68 -0.03 -3.55 -0.2575
O 0.94 0.76 -2.71 -0.0290
O 3.65 0.18 -2.15 -0.0880
H 3.48 -1.36 -3.46 0.1364
H 2.35 -1.43 -2.14 0.0816
H 1.05 -0.84 -3.88 0.1150
H 2.12 0.55 -4.40 0.1385
H 0.14 0.45 -2.35 0.0517
H 3.02 0.64 -1.53 0.0694
C 3.84 0.02 1.49 -0.2562
C 4.07 1.34 0.80 -0.2247
O 2.79 1.73 0.38 -0.0775
O 3.45 -1.01 0.63 -0.0649
H 3.02 0.04 2.19 0.1045
H 4.78 -0.26 1.99 0.1197
H 4.75 1.24 -0.02 0.1038
H 4.55 2.12 1.47 0.1483
H 2.68 2.67 0.30 0.0321
H 3.97 -0.92 -0.18 0.0684
O -2.62 -4.66 -0.68 0.1079
C -1.44 -4.61 -0.91 -0.4736
O -0.69 -3.47 -0.70 -0.0226
C 0.71 -3.72 -0.89 -0.1591
C 0.89 -5.14 -1.39 -0.1287
C -0.54 -5.72 -1.39 -0.0737
H 1.24 -3.48 0.06 0.1250
H 1.07 -2.97 -1.66 0.1134
H 1.58 -5.75 -0.86 0.1033
H 1.15 -5.26 -2.42 0.0986
H -0.76 -6.45 -0.63 0.1172
H -0.96 -6.03 -2.36 0.1354
O -1.97 -2.88 4.52 0.1244
C -2.62 -2.38 3.66 -0.4867
O -2.97 -1.09 3.76 0.0076
C -3.86 -0.74 2.63 -0.0837
C -3.43 -1.77 1.51 -0.1511
C -3.07 -2.95 2.30 -0.0879
H -3.74 0.32 2.37 0.1195
H -4.86 -0.85 3.01 0.1127
H -2.60 -1.28 0.99 0.0888
H -4.20 -2.03 0.75 0.1369
H -2.37 -3.68 1.91 0.1122
H -4.02 -3.51 2.51 0.1529
O 2.55 4.31 -0.41 0.0868
C 2.00 4.59 -1.46 -0.4295
O 2.45 4.05 -2.59 0.0476
C 1.60 4.46 -3.70 -0.1258
C 0.86 5.67 -3.26 -0.1657
C 0.84 5.55 -1.76 -0.0492
H 0.92 3.63 -3.89 0.1219
H 2.25 4.60 -4.56 0.1295
H -0.13 5.82 -3.69 0.0954
H 1.42 6.55 -3.48 0.1152
H -0.03 5.07 -1.38 0.1069
H 0.98 6.47 -1.24 0.1263
O 0.05 -5.52 1.81 0.1015
C 0.33 -4.92 2.83 -0.4936
O 0.86 -3.72 2.78 0.0377
C 1.17 -3.22 4.12 -0.1242
C 1.00 -4.44 4.99 -0.1669
C 0.13 -5.43 4.25 -0.0643
H 0.44 -2.50 4.36 0.0912
H 2.19 -2.84 4.10 0.1303
H 0.75 -4.18 6.01 0.1221
H 2.00 -4.91 5.08 0.1220
H -0.93 -5.44 4.55 0.1281
H 0.49 -6.46 4.33 0.1271
O -1.59 2.78 0.48 0.1010
C -1.03 1.73 0.74 -0.4376
O -0.86 0.79 -0.22 0.0057
C 0.00 -0.23 0.23 -0.1842
C -0.11 -0.23 1.72 -0.1150
C -0.23 1.27 1.92 -0.0533
H 1.02 0.00 -0.21 0.1226
H -0.39 -1.16 -0.26 0.1288
H 0.82 -0.60 2.17 0.1194
H -0.98 -0.73 2.04 0.0813
H 0.72 1.70 1.83 0.1021
H -0.64 1.51 2.88 0.1315
O -1.79 7.12 -2.79 0.1025
C -2.44 6.10 -2.63 -0.4681
O -1.96 4.89 -2.89 0.0169
C -2.93 3.94 -2.64 -0.1803
C -3.94 4.54 -1.67 -0.1242
C -3.83 6.02 -2.10 -0.0607
H -2.53 3.04 -2.18 0.1232
H -3.51 3.78 -3.56 0.1375
H -3.52 4.40 -0.65 0.1218
H -4.92 4.18 -1.77 0.0995
H -4.06 6.79 -1.44 0.1087
H -4.52 6.15 -2.91 0.1298


118
Properties=species:S:1:pos:R:3:lowdin_charge:R:1 method="wB97M-V/def2-TZVPD" e_homo_ha=-0.376 orbital_gap_ev=9.95 energy_ha=-5041.7529 relative_energy_kj_mol=280.1
C -1.67 2.57 3.90 0.0284
N -2.71 1.96 3.09 -0.4216
O -3.87 2.40 3.04 0.0603
O -2.35 1.05 2.38 0.0551
H -0.89 1.85 4.15 0.0956
H -1.96 2.96 4.87 0.1054
H -1.24 3.38 3.32 0.1036
C 0.38 0.92 -0.04 0.0546
N -0.38 -0.27 -0.54 -0.3926
O 0.27 -1.24 -0.82 0.0792
O -1.61 -0.17 -0.69 0.0393
H -0.28 1.45 0.64 0.0785
H 0.71 1.63 -0.80 0.0793
H 1.21 0.54 0.56 0.0897
C 4.42 -0.60 1.65 -0.0911
O 5.14 0.59 1.30 -0.2135
P 5.20 1.32 -0.14 0.4604
O 5.77 2.68 -0.18 -0.2220
O 5.96 0.28 -1.13 -0.2129
C 7.37 0.26 -1.18 -0.1233
O 3.64 1.27 -0.66 -0.2330
C 3.30 1.94 -1.84 -0.1340
H 3.73 -0.95 0.89 0.0869
H 3.83 -0.52 2.56 0.0626
H 5.09 -1.44 1.80 0.0847
H 7.72 0.66 -2.13 0.0894
H 7.72 -0.76 -1.10 0.0893
H 7.94 0.83 -0.45 0.0900
H 2.57 1.40 -2.44 0.0916
H 4.17 2.29 -2.40 0.0975
H 2.67 2.81 -1.69 0.0555
C 0.52 -5.89 -1.24 -0.0755
O -0.82 -6.15 -0.72 -0.2281
P -1.35 -5.43 0.65 0.5185
O -2.72 -5.74 1.09 -0.2168
O -0.11 -5.76 1.68 -0.2439
C -0.22 -6.77 2.64 -0.1192
O -1.06 -3.82 0.37 -0.2517
C -2.14 -3.13 -0.28 -0.1057
H 1.16 -5.57 -0.42 0.0724
H 0.50 -5.16 -2.05 0.0892
H 1.03 -6.80 -1.57 0.0847
H -1.12 -7.36 2.45 0.0818
H -0.29 -6.39 3.66 0.0879
H 0.61 -7.48 2.68 0.0885
H -1.87 -2.87 -1.31 0.0936
H -2.31 -2.23 0.31 0.0457
H -3.08 -3.67 -0.20 0.0566
C 2.01 3.77 1.71 -0.0287
C 3.30 3.12 2.25 -0.1982
O 3.41 3.03 3.66 0.0264
C 2.87 1.98 4.35 -0.2727
O 2.13 1.06 3.91 0.0871
C 3.24 2.06 5.86 -0.5291
F 2.15 1.80 6.62 0.1369
F 4.01 1.01 6.19 0.1520
F 3.84 3.19 6.20 0.1940
H 1.97 4.78 2.11 0.0797
H 1.12 3.21 2.02 0.0589
H 2.15 3.95 0.65 0.0757
H 4.15 3.74 1.96 0.1309
H 3.44 2.12 1.84 0.0833
C 1.31 3.90 -7.60 -0.0673
C 0.85 5.17 -6.92 -0.2152
O 0.99 5.21 -5.51 0.0237
C 0.17 4.49 -4.73 -0.3345
O -0.72 3.79 -5.19 0.1443
C 0.40 4.65 -3.19 -0.4646
F 1.64 5.14 -2.85 0.1329
F -0.58 5.40 -2.59 0.1497
F 0.33 3.41 -2.70 0.1457
H 2.32 3.62 -7.32 0.0824
H 1.18 4.05 -8.67 0.0892
H 0.83 3.00 -7.22 0.0745
H -0.17 5.44 -7.22 0.1302
H 1.54 5.94 -7.26 0.1269
C -4.52 4.10 -5.70 -0.0713
C -4.13 4.87 -4.47 -0.2356
O -3.76 4.12 -3.34 -0.0171
C -4.63 3.26 -2.66 -0.2313
O -5.77 3.00 -3.16 0.1048
C -4.07 2.61 -1.38 -0.4608
F -2.94 3.23 -1.02 0.1541
F -5.03 2.78 -0.42 0.1381
F -3.84 1.25 -1.49 0.1247
H -3.89 3.24 -5.94 0.0862
H -4.57 4.72 -6.60 0.0819
H -5.51 3.69 -5.52 0.0672
H -4.83 5.67 -4.21 0.1349
H -3.16 5.30 -4.72 0.1092
C -4.49 -1.19 1.20 -0.0912
C -5.67 -2.03 1.29 -0.1842
O -5.35 -3.31 0.67 0.0408
C -6.13 -4.32 0.76 -0.3787
O -7.06 -4.44 1.58 0.1156
C -5.87 -5.47 -0.30 -0.5915
F -6.97 -5.58 -1.07 0.1556
F -4.86 -5.10 -1.06 0.1724
F -5.60 -6.56 0.33 0.2144
H -3.70 -1.55 1.86 0.0868
H -4.65 -0.21 1.66 0.0797
H -4.15 -1.10 0.17 0.0810
H -6.50 -1.63 0.72 0.1379
H -6.00 -2.01 2.33 0.1337
C 0.16 -2.33 2.85 -0.0293
C 1.62 -2.67 2.46 -0.1948
O 1.97 -3.85 3.19 -0.0123
C 3.32 -4.03 3.66 -0.2468
O 4.33 -3.43 3.28 0.1445
C 3.51 -5.34 4.38 -0.5984
F 2.36 -5.75 4.97 0.1482
F 3.88 -6.29 3.54 0.1845
F 4.46 -5.26 5.27 0.2006
H -0.11 -1.51 2.18 0.0623
H 0.10 -1.88 3.84 0.0804
H -0.49 -3.20 2.74 0.0672
H 2.28 -1.85 2.76 0.0860
H 1.80 -2.82 1.40 0.1249